Entry 1:
{"formula": "C13H28AsGeNNiO5S", "method": "wB97M-V/def2-TZVPD", "species": ["As", "Ge", "Ni", "S", "O", "O", "O", "O", "O", "N", "C", "C", "C", "C", "C", "C", "C", "C", "C", "C", "C", "C", "C", "H", "H", "H", "H", "H", "H", "H", "H", "H", "H", "H", "H", "H", "H", "H", "H", "H", "H", "H", "H", "H", "H", "H", "H", "H", "H", "H", "H"], "xyz": [[0.2890, -5.0733, 0.0147], [2.7837, 0.8038, -0.0044], [-0.5969, 0.6920, -0.2210], [0.6267, -0.8776, -1.5225], [-1.5876, 0.8627, 2.4817], [0.1526, 2.6081, -0.7885], [-2.2909, -0.6625, 0.2368], [-0.4490, 4.6672, -1.4747], [-4.5315, -0.8212, 0.3718], [-2.4125, 1.9847, -0.2378], [4.3387, -0.4144, 0.2250], [-3.4761, -0.2406, 0.0936], [1.8967, -3.9936, 0.3248], [0.1383, -4.7192, -1.9090], [2.9732, 2.1394, 1.4333], [-0.9886, -3.7300, 0.6320], [-2.1283, 2.9998, -1.2479], [-2.7047, 1.6905, 2.2474], [3.1137, 1.7122, -1.7026], [-3.5801, 1.1626, -0.5326], [1.1581, -0.2044, 0.0771], [-2.5254, 2.6362, 1.0722], [-0.6726, 3.4931, -1.1553], [-3.4038, 3.3105, 1.0622], [3.0973, 0.9766, -2.5075], [-2.8112, 3.8576, -1.1730], [1.8285, -3.0665, -0.2481], [2.8877, 1.6736, 2.4176], [-1.6572, 0.0985, 1.8753], [-2.0112, -4.0885, 0.5147], [4.2479, -1.2380, -0.4866], [-3.6220, 1.1052, 2.1266], [-0.8659, -2.7999, 0.0750], [-1.6354, 3.2497, 1.2266], [5.2837, 0.1063, 0.0423], [-0.8114, -3.5369, 1.6911], [1.0252, -5.1034, -2.4162], [1.9600, -3.7502, 1.3861], [-2.8349, 2.3131, 3.1389], [0.0713, -3.6410, -2.0643], [4.0869, 2.2116, -1.6778], [-0.7426, -5.2202, -2.3127], [4.3630, -0.8352, 1.2333], [-4.5168, 1.6342, -0.2049], [1.1747, -0.9454, 0.8833], [2.1814, 2.8812, 1.3244], [-2.2476, 2.5439, -2.2336], [2.7893, -4.5526, 0.0392], [3.9437, 2.6388, 1.3639], [2.3263, 2.4429, -1.8759], [-3.6335, 1.0187, -1.6141]], "spin_multiplicity": 3, "max_force_ev_per_a": 0.6, "charge": -2, "relative_energy_ev": 0.0000, "homo_energy_ev": [0.159, -0.873], "gap_ha": [0.19101, 0.22829], "lumo_ev": [5.356, 5.339]}

Entry 2:
{"formula": "C29H30N6O2S2Sm", "method": "wB97M-V/def2-TZVPD", "species": ["Sm", "S", "S", "O", "O", "N", "N", "N", "N", "N", "N", "C", "C", "C", "C", "C", "C", "C", "C", "C", "C", "C", "C", "C", "C", "C", "C", "C", "C", "C", "C", "C", "C", "C", "C", "C", "C", "C", "C", "C", "H", "H", "H", "H", "H", "H", "H", "H", "H", "H", "H", "H", "H", "H", "H", "H", "H", "H", "H", "H", "H", "H", "H", "H", "H", "H", "H", "H", "H", "H"], "xyz": [[0.8522, -0.1566, -0.4710], [0.7049, -1.7409, 1.9769], [3.3591, 0.1518, 0.6952], [-3.5522, -2.4075, -0.1917], [-0.3718, -1.2249, -1.6814], [2.8918, 0.0536, -1.8957], [0.4042, 2.1586, -1.1767], [0.5130, 0.9915, 2.6432], [0.1059, -0.5558, 4.2756], [-1.5018, -0.6893, 0.8459], [0.5034, 1.4204, 1.3556], [0.0864, 2.5682, -2.4028], [5.5580, 0.3271, -2.6470], [-0.0511, 0.4540, 5.3245], [4.5581, 0.1856, -3.6119], [-2.5123, 1.0444, -0.4548], [0.7879, 4.7859, -1.9229], [-0.8141, -2.9458, -0.0454], [0.8817, 3.0473, -0.2813], [0.4126, -0.2421, 3.0021], [-0.4641, -3.4720, -2.3816], [-4.4699, -3.3059, -0.7946], [3.2585, 0.0587, -3.1894], [5.2096, 0.3290, -1.3168], [-4.3961, -0.6203, -1.5780], [1.9010, 3.2804, 2.1007], [-2.5026, -0.3041, -0.1262], [-1.0539, -2.0332, 1.1095], [-0.5350, -2.5019, -1.3657], [-0.8126, -5.2527, -0.8131], [0.2505, 3.8771, -2.8197], [1.2746, 1.0314, 5.8141], [-3.4299, 1.5655, -1.3536], [-3.4958, -1.1412, -0.6552], [3.8619, 0.1824, -0.9555], [-0.9248, -4.3202, 0.1926], [1.0858, 2.5420, 1.0954], [1.1073, 4.3698, -0.6403], [-0.5969, -4.8153, -2.1184], [-4.3590, 0.7191, -1.9319], [-1.1206, -4.6489, 1.2078], [-5.0853, 1.1036, -2.6355], [4.7951, 0.1724, -4.6657], [5.9416, 0.4355, -0.5296], [2.4892, 4.0739, 1.6508], [-0.2957, -3.1096, -3.3883], [2.4536, -0.0426, -3.9091], [1.2523, 3.6968, 2.8759], [-0.6813, 1.2486, 4.9263], [6.5934, 0.4339, -2.9430], [-4.3009, -3.3776, -1.8713], [-0.0318, 4.1733, -3.8196], [-0.5309, -5.5318, -2.9268], [-1.7921, 1.6887, 0.0323], [-4.2782, -4.2734, -0.3390], [-0.3180, 1.8090, -3.0633], [-5.1637, -1.2554, -1.9982], [-1.6106, -2.5417, 1.8930], [1.8039, 1.5063, 4.9923], [-1.7322, -0.2346, 1.7192], [-0.5788, -0.0234, 6.1483], [1.5041, 5.0733, 0.0764], [-0.9114, -6.3073, -0.5964], [0.9570, 5.8127, -2.2182], [1.0864, 1.7766, 6.5869], [-3.4181, 2.6219, -1.5876], [-5.5024, -3.0083, -0.5978], [2.5803, 2.5746, 2.5778], [0.2669, -1.5081, 4.5569], [1.9038, 0.2477, 6.2370]], "spin_multiplicity": 6, "max_force_ev_per_a": 1.8, "charge": 1, "relative_energy_ev": 0.5016, "homo_energy_ev": [-10.055, -10.072], "gap_ha": [0.24479, 0.24540], "lumo_ev": [-3.394, -3.395]}

Entry 3:
{"formula": "C20H27N3O5", "method": "wB97M-V/def2-TZVPD", "species": ["O", "O", "O", "O", "O", "N", "N", "N", "C", "C", "C", "C", "C", "C", "C", "C", "C", "C", "C", "C", "C", "C", "C", "C", "C", "C", "C", "C", "H", "H", "H", "H", "H", "H", "H", "H", "H", "H", "H", "H", "H", "H", "H", "H", "H", "H", "H", "H", "H", "H", "H", "H", "H", "H", "H"], "xyz": [[-1.5651, -3.6488, 1.5258], [1.7158, 0.6751, -2.7807], [0.0982, -3.1609, 3.6636], [-2.0504, 1.0599, -2.1210], [2.2910, -1.3225, 3.2767], [-0.4756, 2.5729, -1.5638], [0.3687, -1.0106, -2.4149], [1.8686, 0.3367, -1.4691], [0.8304, -1.3217, -0.0073], [2.3632, -1.9930, 4.5156], [-0.5004, -2.8163, 1.3232], [-1.2950, 3.9300, 0.3135], [-2.4428, -3.8828, 0.4496], [1.6418, -1.0632, 1.0830], [-0.7442, 2.5674, -0.1391], [0.7993, -0.1630, -3.2901], [-0.9407, 0.8221, -4.7362], [-0.8418, 2.1090, -3.9161], [0.3363, -2.5847, 2.4372], [0.7670, 3.6533, 1.4766], [1.4121, -1.6913, 2.3057], [0.5451, 2.3603, 0.6799], [-0.2178, -4.5384, 3.7141], [1.0473, -0.6646, -1.2766], [-1.1821, 1.8428, -2.4486], [0.3663, 0.0150, -4.6930], [-0.0544, 4.7084, 0.7395], [-0.2402, -2.2028, 0.1110], [-1.9540, 3.7884, 1.1702], [-0.8626, -2.3581, -0.7528], [2.4719, -0.3823, 1.0004], [0.3586, -5.1073, 2.9801], [0.0535, -4.8634, 4.7195], [-1.5847, 2.8260, -4.2752], [0.4878, 5.0670, -0.1376], [1.1536, 0.5464, -5.2309], [0.1466, 2.5614, -4.0130], [-2.9022, -2.9550, 0.0974], [1.3782, 2.1648, 0.0053], [-1.8606, 4.4187, -0.4791], [-1.4687, 1.7646, 0.0138], [0.2091, -0.9636, -5.1457], [0.3821, 3.5380, 2.4905], [-1.9338, -4.3768, -0.3836], [-1.7496, 0.2213, -4.3157], [-0.2931, 5.5664, 1.3663], [0.2412, 3.2034, -1.8866], [-1.1738, 1.0471, -5.7776], [1.4454, -1.8788, 5.0946], [0.4570, 1.4969, 1.3363], [2.5820, -3.0561, 4.3873], [-1.2821, -4.7138, 3.5486], [1.8211, 3.9169, 1.5434], [-3.2146, -4.5428, 0.8437], [3.1913, -1.5173, 5.0419]], "spin_multiplicity": 1, "max_force_ev_per_a": 1.2, "charge": 0, "smiles": "COc1cc(-c2noc(CCCC(=O)NC3CCCC3)n2)cc(OC)c1OC", "relative_energy_ev": 4.6147, "homo_energy_ev": -8.142, "gap_ha": 0.32817, "lumo_ev": 0.788}

| no. | molar mass (g mol⁻¹) |
| --- | --- |
| 1 | 516.66 |
| 2 | 709.09 |
| 3 | 389.45 |